C16H32ClFN5O5S | the ωB97M-V functional and the def2-TZVPD basis

```
! RIJCOSX wB97M-V def2-TZVPD def2/J DEFGRID3
* xyz 1 1
C 5.2419 -3.1283 0.1591
C 4.2432 -2.0203 0.4521
Cl 2.9660 -2.0347 -0.8105
C 3.6342 -2.2065 1.8664
C 2.1828 -1.9209 1.9716
N 1.2259 -2.7675 2.3113
C 0.0567 -2.1003 2.2619
N -1.1097 -2.6632 2.5458
C -1.1004 -4.0741 2.9713
C -1.2856 -5.0882 1.8441
O -0.0525 -5.3598 1.2044
C -2.3821 -1.9192 2.4958
C -3.6339 -2.7950 2.5720
O -4.7163 -2.0696 1.9726
C -5.4352 -1.3004 2.8245
O -4.9762 -0.7749 3.7982
N 0.2673 -0.7800 1.9112
S -0.6435 0.6341 1.7077
N 1.6467 -0.7432 1.7427
F 2.2326 0.3862 1.3676
H 5.8282 -2.8956 -0.7275
H 4.7141 -4.0656 -0.0204
H 5.9105 -3.2610 1.0117
H 4.7417 -1.0555 0.3986
H 3.7954 -3.2243 2.2166
H 4.1577 -1.5361 2.5539
H -1.8490 -4.2026 3.7528
H -0.1362 -4.2874 3.4303
H -1.6810 -6.0143 2.2682
H -2.0088 -4.7281 1.1078
H -0.0818 -5.0570 0.2954
H -2.4172 -1.1944 3.3099
H -2.4372 -1.3756 1.5550
H -3.5558 -3.7133 2.0006
H -3.8959 -3.0008 3.6095
H -6.4849 -1.2269 2.5188
H -0.8744 0.5135 0.3843
C 0.8887 1.1952 -3.3272
O 0.3163 1.7506 -2.1563
C 1.1630 2.6493 -1.4478
C 0.6816 4.0801 -1.5386
N 0.8746 4.6134 -2.8754
C 0.2754 5.9237 -3.1117
C -1.2391 6.0531 -3.0060
O -1.9530 5.3719 -4.0185
C -2.2112 4.0059 -3.7802
H 0.2170 0.4122 -3.6740
H 1.0020 1.9364 -4.1236
H 1.8686 0.7550 -3.1183
H 2.1976 2.5688 -1.7947
H 1.1369 2.3390 -0.3968
H 1.2575 4.6851 -0.8312
H -0.3702 4.1003 -1.2150
H 0.5056 3.9576 -3.5519
H 0.5624 6.2332 -4.1187
H 0.7311 6.6385 -2.4189
H -1.4819 7.1105 -3.1323
H -1.6145 5.7589 -2.0171
H -2.3534 3.8046 -2.7132
H -1.4133 3.3585 -4.1589
H -3.1286 3.7491 -4.3090
*
```

Summary:
- M: 461.0 g mol⁻¹
- Kohn-Sham gap: 7.60 eV
- Energy: -2236.66731 Eh
- HOMO energy: -10.4986 eV